Here is a 2-piece molecular cluster, C20H47B2IN3O7P overall at a distorted geometry from OMol25. Energies are from wB97M-V/def2-TZVPD.

CARTESIAN COORDINATES (ANGSTROEM)
C1 2.7098 3.1515 0.1742
C2 3.0277 2.7858 -1.3790
C3 3.4441 1.2343 -1.5112
C4 2.3545 0.3435 -2.3339
N1 2.8335 -1.0687 -2.2556
B1 1.6911 -2.0933 -2.1666
B2 1.3262 -2.4372 -3.7688
O1 2.2070 -3.2604 -4.5767
O2 0.0852 -1.8331 -4.2874
O3 2.3803 -3.2559 -1.4919
C5 1.9556 -3.3427 -0.0925
C6 3.3245 -3.2429 0.7455
N2 4.3063 -2.2349 0.1865
C7 4.9421 -1.6374 1.4299
C8 1.5745 -4.9001 0.0176
C9 1.9363 -5.6740 -1.3631
O4 3.0803 -6.0879 -1.6394
I1 0.3610 -6.0977 -2.8506
C10 0.7890 -2.2151 0.1543
O5 1.5579 -1.0941 0.6591
C11 0.7660 -0.1275 1.3688
C12 -0.3208 0.6360 0.4488
C13 -1.3487 1.4600 1.3845
P1 -0.8404 -2.7204 0.9668
C14 -0.3527 -3.7659 2.5036
C15 -1.9012 -3.7830 -0.2321
C16 -2.6606 -2.7972 -1.2824
O6 0.5666 -1.8650 -1.2461
H1 3.3036 4.1074 0.4135
H2 3.0572 2.3432 0.9022
H3 1.5792 3.3617 0.2567
H4 3.9488 3.3962 -1.7140
H5 2.1660 3.0337 -2.0850
H6 4.4906 1.1075 -1.9684
H7 3.5042 0.7468 -0.4674
H8 1.3556 0.5431 -1.8217
H9 2.3243 0.6517 -3.4519
H10 3.2681 -1.2442 -3.1856
H11 1.8445 -4.1704 -4.6780
H12 0.0494 -0.9771 -3.7959
H13 3.9173 -4.2360 0.7832
H14 3.0834 -3.0075 1.8535
H15 5.0288 -2.7132 -0.3692
H16 5.2256 -2.5488 2.0910
H17 4.0932 -1.0907 1.9873
H18 5.8317 -0.9680 1.1916
H19 0.4731 -5.1218 0.2114
H20 2.1599 -5.4751 0.8295
H21 0.3104 -0.5219 2.3560
H22 1.5010 0.7012 1.7065
H23 0.1718 1.4147 -0.2475
H24 -0.9557 -0.0983 -0.1594
H25 -2.3723 1.6345 0.8932
H26 -0.9572 2.5055 1.6734
H27 -1.5686 0.8517 2.3426
H28 -0.5082 -4.8834 2.3418
H29 -0.8595 -3.3847 3.4560
H30 0.7773 -3.5697 2.6594
H31 -1.2758 -4.4861 -0.8738
H32 -2.6471 -4.3557 0.4337
H33 -3.5572 -2.2650 -0.8210
H34 -1.9492 -1.9709 -1.6514
H35 -2.9194 -3.4236 -2.2053
C17 -5.2377 6.3584 0.5882
C18 -4.8526 4.9302 0.2329
C19 -5.1994 3.9178 1.3286
O7 -4.2521 4.0225 2.3878
C20 -4.7124 4.7649 3.5191
N3 -3.3655 4.8777 0.0448
H36 -4.6253 6.7627 1.3978
H37 -5.1055 7.0168 -0.2768
H38 -6.2852 6.4138 0.8889
H39 -5.3132 4.6465 -0.7168
H40 -5.0862 2.9090 0.9181
H41 -6.2332 4.0091 1.6722
H42 -5.7959 4.7098 3.6443
H43 -4.3996 5.8068 3.4234
H44 -4.2359 4.3515 4.4094
H45 -2.9885 5.6683 -0.4836
H46 -3.0700 4.0062 -0.4102
H47 -2.9316 4.8645 0.9823

Forces on the atoms, in the same order (eV/Å):
C 0.037 0.848 -1.033
C 1.299 -0.614 0.554
C -0.645 -0.263 -0.164
C 1.795 0.614 0.122
N -0.895 2.254 -1.061
B 1.684 -1.454 0.738
B -1.509 -0.559 -0.658
O -1.930 0.211 0.342
O 2.094 0.244 -0.038
O -1.299 -0.525 1.879
C 2.312 -2.042 -1.405
C 0.473 0.148 0.285
N -0.272 0.201 2.364
C -0.590 -1.032 -0.116
C -1.211 -1.358 -0.048
C 5.033 -0.180 0.295
O -5.007 1.462 1.296
I 0.169 0.221 0.498
C 3.328 -0.738 -4.208
O -2.103 -0.007 1.982
C 0.313 1.807 0.087
C -0.919 0.462 0.461
C -0.039 -0.134 0.398
P -1.063 0.452 0.741
C 1.192 -0.027 -0.056
C 0.245 0.395 -0.738
C 0.753 -0.010 0.053
O -2.039 0.269 1.994
H -1.136 -1.295 -0.081
H -0.664 1.034 -1.141
H 1.727 -0.352 0.318
H -1.591 -0.716 0.475
H 1.027 -0.293 1.041
H -1.618 0.201 0.483
H -0.132 0.670 -1.623
H 1.088 -0.577 -0.808
H -0.219 0.166 1.707
H -0.067 0.098 1.099
H 0.407 0.976 0.051
H -0.323 -1.203 -0.301
H -1.460 1.084 -0.233
H 0.345 -0.164 -1.698
H -0.707 0.231 0.366
H 0.178 1.706 -0.488
H 1.517 -0.504 -0.879
H -1.214 -0.866 0.364
H 1.344 0.446 -0.254
H -0.800 0.985 -1.247
H 0.381 0.321 -1.694
H -0.931 -1.384 -0.525
H -0.524 -1.564 0.971
H 1.246 1.000 0.796
H 1.351 -0.367 0.413
H -0.359 -1.598 -0.239
H 0.334 1.085 -1.427
H 0.185 1.467 0.390
H 0.437 -0.631 -1.543
H -1.677 -0.495 -0.230
H -0.873 0.697 1.031
H 1.184 0.801 -1.058
H 1.004 -0.966 -0.598
H -0.837 -1.415 0.615
H 0.009 0.983 1.359
C 0.145 0.296 -0.265
C -0.720 0.488 0.194
C 0.853 -0.649 -0.082
O -0.753 0.082 -0.195
C 0.402 0.155 0.295
N 0.499 -0.418 0.054
H -0.077 -0.123 0.038
H -0.057 -0.041 0.095
H 0.114 -0.072 -0.044
H 0.076 -0.064 0.114
H -0.016 0.001 0.063
H 0.121 0.239 -0.092
H 0.060 -0.055 -0.111
H -0.166 0.063 0.110
H -0.033 -0.038 -0.150
H -0.157 -0.105 -0.003
H 0.022 0.090 0.012
H -0.149 -0.058 -0.009

Output
* Kohn-Sham gap: 3.40 eV
* lowest unoccupied orbital energy: -1.7269 eV
* HOMO: -5.12 eV

Here is C20H47CrNOP3 as an isolated structure at a distorted geometry from OMol25. Energies are from wB97M-V/def2-TZVPD.

CARTESIAN COORDINATES (ANGSTROEM)
Cr1 0.0596 0.0316 -0.5734
P1 -1.4510 1.8973 -0.7426
P2 1.8167 -1.6120 -0.5908
N1 0.7728 0.6080 -2.6249
C1 -0.9549 2.3424 -2.4805
H1 -1.8065 2.8091 -2.9920
H2 -0.1659 3.1070 -2.4165
C2 -0.4415 1.1627 -3.3016
H3 -1.1968 0.3545 -3.3919
H4 -0.1674 1.5141 -4.3207
C3 1.2715 -0.6722 -3.2220
H5 1.6842 -0.4679 -4.2339
H6 0.4162 -1.3716 -3.3184
C4 2.3736 -1.2256 -2.3256
H7 3.1876 -0.4892 -2.2536
H8 2.8024 -2.1289 -2.7770
C5 1.3857 -3.4396 -0.7267
C6 0.5520 -4.0163 0.4161
H9 0.3823 -5.0850 0.2194
H10 -0.4327 -3.5462 0.4900
H11 1.0628 -3.9377 1.3840
C7 3.3760 -1.4021 0.4224
C8 3.3197 -1.9321 1.8586
H12 4.3205 -1.8484 2.3083
H13 3.0315 -2.9924 1.9058
H14 2.6454 -1.3427 2.4896
C9 -1.1679 3.4818 0.2101
C10 -1.7585 3.5303 1.6227
H15 -1.6182 4.5418 2.0327
H16 -1.2467 2.8442 2.3065
H17 -2.8386 3.3232 1.6358
C11 -3.2969 1.5913 -0.9396
C12 -3.9806 0.8550 0.2112
H18 -5.0503 0.7533 -0.0244
H19 -3.9043 1.4032 1.1587
H20 -3.5877 -0.1565 0.3477
C13 -1.2960 -1.2337 -0.6320
O1 -2.1618 -2.0302 -0.5050
C14 4.6520 -1.9005 -0.2648
H21 4.7117 -2.9942 -0.2650
H22 4.7566 -1.5467 -1.2948
H23 5.5174 -1.5277 0.2986
C15 -1.5426 4.7573 -0.5529
H24 -1.1304 5.6188 -0.0116
H25 -1.1403 4.7886 -1.5698
H26 -2.6278 4.8960 -0.6036
C16 -4.1056 2.8460 -1.2930
H27 -5.1206 2.5376 -1.5879
H28 -4.2141 3.5106 -0.4237
H29 -3.6874 3.4168 -2.1307
C17 2.5914 -4.3503 -0.9885
H30 3.2079 -4.4668 -0.0857
H31 2.2214 -5.3521 -1.2553
H32 3.2266 -4.0111 -1.8153
H33 0.7439 -3.4334 -1.6264
H34 -3.3029 0.9108 -1.8104
H35 3.4220 -0.2997 0.4743
H36 -0.0679 3.4526 0.3087
H37 1.4983 1.2724 -2.8838
H38 0.0389 0.0672 1.1639
C18 0.8129 0.9070 3.5359
P3 -0.2924 -0.1596 2.6310
C19 -0.0452 -1.8886 3.0280
C20 -2.0143 0.2291 2.9368
H39 1.8618 0.6650 3.3252
H40 0.6014 0.7545 4.6051
H41 0.6568 1.9602 3.2716
H42 -0.2073 -2.1016 4.0953
H43 0.9636 -2.2161 2.7621
H44 -0.7527 -2.4794 2.4367
H45 -2.2844 0.1309 3.9993
H46 -2.2550 1.2459 2.6147
H47 -2.6300 -0.4602 2.3495

Forces on the atoms, in the same order (eV/Å):
Cr 0.397 0.324 -1.523
P -0.709 0.276 -0.153
P 0.248 -0.760 -0.124
N -0.092 -0.143 -0.506
C -0.186 0.289 -0.054
H 0.206 -0.048 0.073
H -0.154 -0.197 -0.015
C 0.036 -0.239 -0.169
H 0.378 0.443 0.021
H -0.319 -0.314 0.491
C -0.269 0.105 -0.180
H -0.343 -0.278 0.473
H 0.460 0.323 0.025
C 0.278 -0.232 0.025
H -0.197 -0.126 -0.036
H -0.030 0.202 0.054
C 0.120 0.287 -0.247
C -0.141 -0.045 0.120
H 0.045 0.298 0.095
H 0.175 -0.044 0.015
H -0.074 -0.109 -0.241
C 0.012 0.310 -0.351
C 0.047 -0.058 0.086
H -0.303 -0.027 -0.133
H 0.086 0.294 -0.006
H 0.139 -0.140 -0.120
C 0.321 -0.005 -0.333
C -0.055 0.056 0.080
H -0.044 -0.307 -0.122
H -0.127 0.144 -0.129
H 0.302 0.061 0.003
C 0.259 0.104 -0.248
C -0.059 -0.132 0.123
H 0.304 0.031 0.102
H -0.104 -0.082 -0.245
H -0.033 0.179 0.009
C -3.080 -2.804 0.908
O 2.486 2.267 -0.663
C 0.253 -0.063 0.028
H 0.011 0.313 -0.009
H 0.006 -0.101 0.202
H -0.159 -0.070 -0.150
C -0.047 0.264 0.018
H -0.073 -0.159 -0.144
H -0.109 0.022 0.196
H 0.312 -0.017 0.004
C -0.233 0.020 -0.104
H 0.308 0.097 0.079
H 0.046 -0.200 -0.265
H -0.080 -0.082 0.240
C 0.001 -0.234 -0.094
H -0.180 0.042 -0.272
H 0.121 0.294 0.069
H -0.095 -0.064 0.234
H 0.166 -0.027 0.154
H -0.010 0.172 0.150
H 0.157 -0.194 0.010
H -0.188 0.162 -0.008
H 0.139 0.169 0.654
H -0.550 -0.392 2.308
C 0.171 0.181 0.433
P 0.188 0.110 -0.564
C 0.119 -0.347 -0.079
C -0.330 0.145 -0.118
H -0.261 -0.085 0.086
H 0.208 0.186 -0.212
H -0.107 -0.253 0.093
H -0.059 0.302 -0.261
H -0.280 0.149 0.087
H 0.030 0.113 0.136
H 0.319 -0.094 -0.249
H 0.123 -0.286 0.105
H 0.108 0.028 0.139

Output
* Kohn-Sham gap (spin up / spin down): 7.52 / 6.83 eV
* ΔE to the lowest compared entry with this formula, charge and spin: 0.0 kcal per mole
* charge: +2
* multiplicity: 4
* lowest unoccupied orbital energy (spin up / spin down): -6.2558 / -6.1534 eV
* HOMO (spin up / spin down): -13.78 / -12.98 eV